1.
This record from the OMol25 dataset describes a structure of composition C30H35N4O2PtS. The level of theory is wB97M-V/def2-TZVPD.

Cartesian coordinates (Å):
Pt1 0.423 -1.336 -0.197
C1 -6.432 -1.500 -1.365
C2 -5.852 -1.156 0.023
C3 -6.289 -2.225 1.045
C4 -6.373 0.210 0.465
C5 -4.348 -1.190 -0.082
C6 -3.683 -2.373 -0.459
C7 -2.322 -2.405 -0.542
N1 -1.559 -1.315 -0.288
C8 -2.172 -0.151 0.069
C9 -3.540 -0.076 0.175
C10 -1.242 0.969 0.260
C11 -1.612 2.265 0.508
C12 -0.656 3.292 0.570
C13 0.662 2.919 0.327
C14 0.986 1.598 0.094
N2 0.065 0.630 0.091
C15 -1.083 4.714 0.869
C16 -1.770 4.728 2.246
C17 0.106 5.673 0.888
C18 -2.079 5.163 -0.216
H1 -7.519 -1.482 -1.300
H2 -6.140 -2.495 -1.703
H3 -6.127 -0.771 -2.117
H4 -7.376 -2.208 1.121
H5 -5.879 -2.022 2.035
H6 -6.000 -3.232 0.744
H7 -7.459 0.171 0.527
H8 -6.122 0.997 -0.250
H9 -6.006 0.489 1.455
H10 -4.239 -3.272 -0.685
H11 -1.798 -3.303 -0.826
H12 -3.996 0.860 0.461
H13 -2.658 2.500 0.643
H14 1.458 3.649 0.322
H15 2.004 1.296 -0.080
H16 -1.090 4.401 3.035
H17 -2.661 4.098 2.272
H18 -2.085 5.746 2.474
H19 0.834 5.408 1.658
H20 -0.251 6.676 1.115
H21 0.610 5.722 -0.079
H22 -2.981 4.550 -0.231
H23 -1.625 5.142 -1.208
H24 -2.387 6.187 -0.010
C19 8.282 -0.195 -2.364
C20 7.105 -0.387 -1.468
C21 6.017 0.495 -1.502
C22 4.946 0.334 -0.652
C23 4.947 -0.746 0.239
C24 6.026 -1.641 0.302
C25 7.089 -1.450 -0.549
S1 3.669 -0.924 1.355
O1 3.887 -1.982 2.273
O2 3.015 0.289 1.679
N3 2.301 -1.709 0.287
C26 2.296 -3.027 0.040
C27 3.272 -4.024 0.228
C28 2.945 -5.318 -0.154
C29 1.690 -5.577 -0.677
C30 0.733 -4.530 -0.805
N4 1.040 -3.312 -0.460
H25 8.144 0.639 -3.047
H26 8.471 -1.100 -2.945
H27 9.177 -0.011 -1.767
H28 6.032 1.330 -2.191
H29 4.133 1.048 -0.658
H30 6.052 -2.426 1.048
H31 7.942 -2.114 -0.493
H32 4.235 -3.776 0.649
H33 3.665 -6.118 -0.039
H34 1.410 -6.574 -0.990
H35 -0.256 -4.736 -1.193

Results
* charge: +3
* frontier orbital gap (alpha / beta): 4.609 / 4.210 eV
* E: -2050.17399 hartree
* LUMO (alpha / beta): -12.765 / -13.106 eV

---

2.
This record from the OMol25 dataset describes a cluster of 8 separate species, C41H88N4O13 in total in a non-equilibrium geometry. The level of theory is wB97M-V/def2-TZVPD.

Cartesian coordinates (Å):
C1 -5.454 -2.368 3.318
C2 -4.472 -2.086 4.439
C3 -3.828 -0.669 4.479
C4 -3.506 -0.279 3.060
N1 -3.060 1.065 2.813
C5 -2.825 1.205 1.310
C6 -2.042 2.463 1.121
C7 -1.074 2.517 2.371
C8 -1.632 1.461 3.356
C9 -3.959 2.054 3.388
C10 -5.427 1.969 2.987
C11 -6.166 3.022 3.720
H1 -6.242 -1.605 3.209
H2 -5.932 -3.306 3.470
H3 -5.055 -2.402 2.304
H4 -3.758 -2.891 4.502
H5 -5.038 -2.058 5.370
H6 -2.910 -0.744 5.076
H7 -4.496 0.038 4.980
H8 -4.333 -0.468 2.436
H9 -2.687 -0.939 2.724
H10 -3.774 1.220 0.749
H11 -2.224 0.347 0.960
H12 -2.632 3.359 1.120
H13 -1.440 2.306 0.204
H14 -0.980 3.524 2.762
H15 -0.081 2.225 1.986
H16 -1.833 1.995 4.299
H17 -1.078 0.564 3.421
H18 -3.512 3.025 3.162
H19 -3.828 1.910 4.475
H20 -5.847 0.987 3.292
H21 -5.560 1.998 1.898
H22 -7.238 2.987 3.562
H23 -5.875 4.056 3.451
H24 -5.925 2.883 4.758
C12 8.465 -2.543 2.135
C13 7.087 -2.453 2.647
C14 6.428 -1.096 2.443
C15 5.166 -0.911 3.222
N2 4.302 0.300 2.827
C16 3.425 0.735 3.971
C17 2.428 1.591 3.286
C18 2.217 1.059 1.878
C19 3.263 -0.094 1.759
C20 5.052 1.551 2.308
C21 5.816 2.224 3.403
C22 6.894 3.176 2.892
H25 9.144 -1.763 2.573
H26 8.518 -2.328 1.072
H27 8.885 -3.568 2.271
H28 7.037 -2.705 3.707
H29 6.427 -3.155 2.146
H30 6.248 -1.031 1.360
H31 7.117 -0.265 2.685
H32 5.419 -0.723 4.278
H33 4.412 -1.711 3.191
H34 4.023 1.309 4.679
H35 3.015 -0.192 4.344
H36 2.760 2.609 3.258
H37 1.484 1.609 3.834
H38 2.236 1.886 1.163
H39 1.242 0.573 1.733
H40 3.752 -0.022 0.813
H41 2.887 -1.083 1.949
H42 4.272 2.158 1.898
H43 5.626 1.202 1.411
H44 6.288 1.334 3.865
H45 5.189 2.677 4.155
H46 7.388 3.545 3.819
H47 6.330 4.036 2.532
H48 7.624 2.726 2.216
C23 -3.280 -2.522 -4.494
C24 -2.076 -1.576 -4.300
C25 -1.952 -0.502 -5.401
C26 -0.791 0.487 -5.055
N3 -0.483 1.515 -6.085
C27 0.731 2.223 -5.524
C28 0.394 3.690 -5.328
C29 -0.565 3.918 -6.443
C30 -1.440 2.666 -6.407
C31 -0.005 0.927 -7.394
C32 1.108 -0.124 -7.300
C33 1.575 -0.542 -8.669
H49 -3.283 -2.949 -5.491
H50 -4.192 -1.940 -4.386
H51 -3.321 -3.306 -3.750
H52 -1.116 -2.168 -4.348
H53 -2.179 -1.184 -3.270
H54 -2.872 0.079 -5.464
H55 -1.824 -1.017 -6.327
H56 0.096 -0.021 -4.735
H57 -1.006 1.040 -4.130
H58 1.546 2.126 -6.262
H59 0.999 1.785 -4.551
H60 1.353 4.211 -5.448
H61 0.119 3.867 -4.308
H62 -0.041 4.069 -7.409
H63 -1.110 4.845 -6.288
H64 -2.036 2.502 -7.294
H65 -2.097 2.663 -5.540
H66 0.317 1.828 -7.905
H67 -0.860 0.563 -7.939
H68 0.624 -0.966 -6.826
H69 1.864 0.109 -6.551
H70 2.348 -1.300 -8.644
H71 1.977 0.330 -9.208
H72 0.709 -0.844 -9.237
C34 -0.303 -4.032 0.051
C35 -0.295 -2.697 -0.585
C36 -1.713 -2.090 -0.503
O1 -2.512 -2.869 -1.341
C37 -3.937 -2.546 -1.223
N4 0.662 -1.772 0.067
H73 1.633 -2.076 -0.133
H74 0.571 -0.835 -0.263
H75 0.588 -1.771 1.147
H76 -0.724 -4.768 -0.622
H77 -0.700 -3.957 1.046
H78 0.744 -4.316 0.123
H79 0.001 -2.738 -1.640
H80 -1.678 -1.027 -0.864
H81 -2.086 -2.089 0.556
H82 -4.468 -3.334 -1.725
H83 -4.251 -1.615 -1.673
H84 -4.297 -2.460 -0.213
O2 0.653 2.416 -2.377
C38 0.547 1.081 -1.758
O3 0.184 1.187 -0.509
O4 0.728 0.105 -2.507
H85 0.364 3.027 -1.681
O5 0.062 -0.878 4.687
C39 0.676 -1.432 3.687
O6 0.163 -1.271 2.613
O7 1.777 -1.920 3.892
H86 0.734 -0.953 5.352
O8 4.014 -3.681 1.864
C40 4.105 -3.309 0.607
O9 3.059 -3.293 -0.092
O10 5.248 -3.023 0.198
H87 3.129 -4.087 1.977
O11 -7.355 0.307 0.989
C41 -6.408 -0.483 0.126
O12 -7.010 -1.162 -0.691
O13 -5.098 -0.150 0.296
H88 -8.181 0.003 0.576

Results
* frontier orbital gap: 7.293 eV
* E: -2812.11734 hartree
* LUMO: -0.070 eV